(1)
Density functional theory data (the ωB97M-V functional and the def2-TZVPD basis) for 7 unconnected molecules or ions with the total composition C22H65N6O7 at a distorted geometry.

Its net charge is +1. The HOMO-LUMO gap is 9.5 eV. The value obtained for the HOMO energy is -11.347 eV.

Each line ends with the Mulliken charge.
Element x y z (Å)
N (0.475, -0.865, -0.077)  1.50
H (1.314, -1.398, 0.102)  0.12
H (0.024, -1.295, -0.872)  -0.14
H (0.736, 0.077, -0.334)  -0.03
H (-0.106, -0.796, 0.746)  0.31
C (4.249, -1.678, 0.404)  -0.57
C (3.434, -2.365, 1.543)  -0.53
O (2.320, -3.025, 1.034)  -0.41
O (3.524, -0.603, -0.145)  -0.49
H (4.511, -2.353, -0.411)  0.40
H (5.178, -1.320, 0.847)  0.35
H (3.120, -1.642, 2.296)  0.26
H (4.021, -3.146, 2.027)  0.50
H (1.934, -3.566, 1.727)  0.24
H (3.305, -0.056, 0.612)  0.07
C (-3.037, -0.122, -2.043)  -1.21
C (-3.933, 0.981, -2.632)  0.16
C (-4.077, 2.253, -1.752)  -0.64
O (-4.390, 1.955, -0.366)  -0.32
C (-4.241, 3.090, 0.441)  -0.75
N (-3.576, 1.170, -4.018)  -0.76
H (-1.964, 0.063, -1.996)  0.16
H (-3.161, -1.024, -2.642)  0.47
H (-3.404, -0.290, -1.031)  0.18
H (-4.942, 0.568, -2.608)  0.48
H (-4.759, 2.932, -2.264)  0.48
H (-3.127, 2.776, -1.869)  0.28
H (-3.208, 3.087, 0.790)  0.22
H (-4.782, 3.041, 1.385)  0.27
H (-4.580, 3.996, -0.061)  0.37
H (-2.613, 1.475, -4.039)  0.45
H (-4.057, 2.004, -4.322)  0.34
C (4.171, 0.934, 3.505)  -1.57
C (3.165, 1.768, 2.748)  0.35
C (3.913, 2.534, 1.606)  -0.92
O (3.143, 3.552, 0.912)  -0.37
C (4.045, 4.368, 0.197)  -0.81
N (2.167, 0.886, 2.162)  -0.01
H (3.743, 0.312, 4.292)  0.42
H (4.866, 1.584, 4.037)  0.51
H (4.786, 0.358, 2.814)  0.24
H (2.707, 2.539, 3.367)  0.53
H (4.318, 1.855, 0.856)  0.40
H (4.761, 3.026, 2.083)  0.57
H (3.582, 5.270, -0.204)  0.26
H (4.408, 3.756, -0.629)  0.35
H (4.886, 4.711, 0.799)  0.34
H (1.761, 0.368, 2.928)  0.00
H (1.487, 1.506, 1.745)  -0.19
C (-1.617, -3.516, -1.325)  -1.28
C (-0.114, -3.547, -1.446)  0.88
C (0.515, -4.858, -1.947)  -0.99
O (0.151, -5.832, -0.941)  -0.35
C (0.577, -7.160, -1.278)  -0.81
N (0.266, -2.405, -2.300)  -0.59
H (-2.105, -3.970, -2.187)  0.45
H (-1.976, -2.528, -1.037)  0.11
H (-1.968, -4.219, -0.570)  0.43
H (0.401, -3.356, -0.505)  -0.33
H (1.602, -4.798, -1.900)  0.47
H (0.227, -5.194, -2.943)  0.44
H (0.621, -7.811, -0.405)  0.27
H (1.563, -7.221, -1.740)  0.32
H (-0.172, -7.631, -1.914)  0.32
H (1.164, -2.689, -2.664)  0.29
H (-0.294, -2.518, -3.133)  0.29
C (0.046, 3.663, -1.824)  -1.85
C (0.090, 2.121, -1.649)  0.87
C (0.363, 1.317, -2.954)  -0.58
O (-0.645, 1.541, -3.924)  -0.47
C (-0.466, 0.747, -5.108)  -0.81
N (0.924, 1.837, -0.490)  -0.47
H (-0.444, 4.270, -1.062)  0.40
H (-0.440, 3.844, -2.783)  0.50
H (1.020, 4.129, -1.973)  0.39
H (-0.888, 1.793, -1.296)  -0.39
H (0.425, 0.258, -2.704)  0.09
H (1.327, 1.580, -3.390)  0.62
H (-1.255, 0.989, -5.819)  0.33
H (-0.609, -0.301, -4.844)  0.19
H (0.511, 0.858, -5.579)  0.38
H (1.772, 2.384, -0.443)  -0.14
H (0.527, 2.404, 0.246)  0.41
C (-3.291, -1.354, 2.231)  -1.61
C (-2.203, -0.234, 2.503)  1.27
C (-2.353, 0.389, 3.867)  -1.30
O (-1.418, 1.460, 4.070)  -0.21
C (-1.689, 2.188, 5.293)  -0.87
N (-0.965, -0.960, 2.454)  -0.75
H (-3.994, -1.517, 3.048)  0.43
H (-3.014, -2.275, 1.718)  0.43
H (-4.011, -0.987, 1.501)  0.29
H (-2.248, 0.558, 1.755)  -0.04
H (-2.034, -0.295, 4.653)  0.33
H (-3.354, 0.807, 3.973)  0.58
H (-1.129, 3.123, 5.329)  0.24
H (-1.225, 1.523, 6.021)  0.37
H (-2.727, 2.325, 5.596)  0.31
H (-0.401, -0.417, 3.091)  0.00
H (-1.144, -1.761, 3.043)  0.32


(2)
Density functional theory data (the ωB97M-V functional and the def2-TZVPD basis) for a molecular structure, C27H30BrN2ORu at a distorted geometry.

Its spin multiplicity is 2. The HOMO-LUMO gap (alpha / beta) is 5.5 / 5.6 eV. The value obtained for the HOMO energy (alpha / beta) is -6.335 / -6.374 eV.

Each line ends with the natural charge from an NBO analysis.
Element x y z (Å)
Ru (-0.157, 0.188, 0.381)  0.74
C (5.443, -5.095, 3.221)  -0.60
C (4.093, -5.217, 2.507)  -0.08
C (3.086, -5.862, 3.473)  -0.59
C (4.269, -6.123, 1.279)  -0.60
C (3.532, -3.868, 2.080)  0.03
C (2.328, -3.831, 1.387)  -0.25
C (1.767, -2.622, 1.061)  -0.15
Br (0.098, -2.624, 0.083)  0.05
C (2.323, -1.363, 1.384)  0.39
O (1.687, -0.274, 1.109)  -0.79
C (3.599, -1.406, 2.019)  -0.09
C (4.130, -2.644, 2.360)  -0.22
C (4.428, -0.159, 2.324)  -0.07
C (5.783, -0.290, 1.605)  -0.59
C (3.799, 1.159, 1.863)  -0.59
C (4.656, -0.061, 3.840)  -0.59
H (5.793, -6.085, 3.507)  0.21
H (5.354, -4.497, 4.124)  0.21
H (6.190, -4.648, 2.570)  0.21
H (3.437, -6.843, 3.789)  0.20
H (2.118, -5.983, 2.994)  0.21
H (2.957, -5.237, 4.354)  0.21
H (4.691, -7.080, 1.585)  0.20
H (4.938, -5.662, 0.555)  0.21
H (3.316, -6.314, 0.793)  0.20
H (1.810, -4.730, 1.102)  0.21
H (5.074, -2.653, 2.875)  0.20
H (5.639, -0.371, 0.529)  0.21
H (6.339, -1.159, 1.944)  0.20
H (6.391, 0.589, 1.803)  0.20
H (3.637, 1.162, 0.787)  0.21
H (4.482, 1.974, 2.100)  0.19
H (2.856, 1.351, 2.372)  0.23
H (5.185, -0.928, 4.224)  0.20
H (3.704, 0.025, 4.361)  0.21
H (5.252, 0.822, 4.060)  0.20
C (0.632, 4.576, -0.226)  -0.24
C (0.905, 3.208, -0.125)  0.08
N (0.041, 2.274, -0.468)  -0.44
C (-1.165, 2.652, -0.985)  0.14
C (-1.486, 4.026, -1.208)  -0.08
C (-0.565, 4.988, -0.777)  -0.14
C (-2.721, 4.330, -1.822)  -0.18
C (-3.598, 3.348, -2.165)  -0.17
C (-3.340, 1.979, -1.879)  -0.10
C (-4.253, 0.955, -2.153)  -0.14
C (-3.907, -0.359, -1.814)  -0.25
C (-2.691, -0.623, -1.240)  0.07
N (-1.779, 0.342, -0.954)  -0.43
C (-2.104, 1.642, -1.273)  0.23
H (1.366, 5.287, 0.114)  0.23
H (1.863, 2.866, 0.244)  0.22
H (-0.800, 6.038, -0.879)  0.22
H (-2.957, 5.367, -2.007)  0.22
H (-4.537, 3.594, -2.639)  0.22
H (-5.191, 1.170, -2.638)  0.22
H (-4.578, -1.177, -2.030)  0.23
H (-2.395, -1.642, -1.015)  0.21
C (-1.113, 0.070, 2.186)  -0.52
H (-0.655, -0.362, 3.075)  0.15
H (-2.203, 0.007, 2.189)  0.13


(3)
Density functional theory data (the ωB97M-V functional and the def2-TZVPD basis) for a molecular structure, C48H55F3N5O8P4RbS2 at a distorted geometry.

Its net charge is -2. The HOMO-LUMO gap is 3.9 eV. The value obtained for the HOMO energy is -0.474 eV.

Each line ends with the Mulliken charge.
Element x y z (Å)
Rb (2.008, 0.180, -0.952)  0.65
C (1.891, -5.218, -1.705)  -1.87
C (1.655, -3.751, -1.904)  0.56
N (0.604, -3.048, -1.790)  -0.43
N (-0.640, -3.429, -1.415)  -0.01
C (-1.164, -4.386, -0.597)  0.67
N (-2.514, -4.490, -0.748)  -0.41
S (-0.370, -5.313, 0.535)  -0.40
C (2.811, -2.956, -2.458)  0.78
C (4.130, -3.339, -2.240)  -0.66
C (5.147, -2.601, -2.824)  -0.38
C (4.819, -1.528, -3.634)  -0.52
C (3.473, -1.240, -3.811)  -0.21
N (2.492, -1.923, -3.236)  -0.40
H (2.354, -5.411, -0.736)  0.32
H (2.563, -5.578, -2.486)  0.47
H (0.965, -5.781, -1.739)  0.53
H (-1.292, -2.715, -1.722)  0.10
H (-3.024, -3.727, -1.180)  0.16
H (-2.974, -4.902, 0.046)  0.31
H (4.365, -4.170, -1.589)  0.34
H (6.181, -2.850, -2.625)  0.33
H (5.578, -0.918, -4.103)  0.38
H (3.150, -0.436, -4.466)  0.55
O (5.815, 1.965, -1.879)  -0.55
C (4.508, 2.182, -1.728)  0.24
O (3.932, 2.148, -0.673)  -0.38
C (3.830, 2.498, -3.044)  -0.66
O (2.495, 2.094, -2.990)  0.64
C (1.847, 2.401, -4.225)  -1.10
C (0.404, 1.864, -4.296)  0.28
O (0.005, 1.591, -5.445)  -0.84
O (-0.211, 1.826, -3.212)  0.18
H (6.135, 1.608, -1.011)  0.64
H (4.369, 2.002, -3.861)  0.32
H (3.923, 3.585, -3.200)  0.40
H (2.425, 1.986, -5.060)  0.40
H (1.808, 3.493, -4.346)  0.27
N (-1.658, 1.119, -0.624)  0.21
P (-1.942, 0.208, -2.092)  0.71
C (-3.222, 1.286, -2.888)  0.72
C (-3.012, 1.755, -4.179)  -0.75
C (-3.980, 2.538, -4.803)  -0.46
C (-5.160, 2.850, -4.149)  -0.55
C (-5.379, 2.375, -2.859)  -0.67
C (-4.414, 1.601, -2.238)  -0.21
C (-3.250, -0.970, -1.446)  -0.31
C (-3.567, -1.213, -0.112)  0.79
C (-4.605, -2.079, 0.230)  -0.19
C (-5.338, -2.728, -0.750)  -0.74
C (-5.005, -2.530, -2.088)  -0.89
C (-3.968, -1.674, -2.423)  -0.56
P (-0.373, 2.413, -0.470)  -0.19
C (-0.356, 2.755, 1.259)  -0.35
C (-1.430, 3.170, 2.042)  0.00
C (-1.291, 3.685, 3.323)  -0.91
C (0.043, 4.014, 3.747)  -0.50
C (1.136, 3.635, 3.053)  -0.93
C (1.024, 2.643, 1.917)  0.54
C (-1.326, 3.818, -1.187)  1.30
C (-2.692, 4.027, -1.044)  -0.58
C (-3.302, 5.158, -1.567)  -0.73
C (-2.549, 6.110, -2.241)  -0.71
C (-1.180, 5.917, -2.386)  -0.63
C (-0.581, 4.780, -1.867)  -0.96
H (-1.486, 0.502, 0.168)  -0.13
H (-2.077, 1.535, -4.685)  0.31
H (-3.794, 2.913, -5.803)  0.44
H (-5.907, 3.469, -4.634)  0.34
H (-6.296, 2.618, -2.335)  0.37
H (-4.581, 1.245, -1.227)  0.21
H (-3.021, -0.705, 0.673)  -0.32
H (-4.839, -2.244, 1.274)  0.20
H (-6.156, -3.385, -0.481)  0.33
H (-5.560, -3.035, -2.870)  0.31
H (-3.728, -1.513, -3.470)  0.41
H (-2.429, 3.135, 1.608)  0.33
H (-2.152, 4.049, 3.872)  0.44
H (0.168, 4.658, 4.616)  0.32
H (2.123, 3.980, 3.345)  0.37
H (1.800, 2.856, 1.173)  -0.11
H (-3.279, 3.288, -0.517)  0.23
H (-4.372, 5.292, -1.455)  0.39
H (-3.025, 6.992, -2.655)  0.34
H (-0.581, 6.650, -2.917)  0.40
H (0.484, 4.617, -1.997)  0.26
C (2.445, -2.717, 2.517)  -1.21
P (0.640, -2.733, 2.850)  1.41
C (0.498, -4.375, 3.683)  -1.59
C (0.520, -1.670, 4.352)  -0.05
C (1.521, -1.662, 5.319)  -0.63
C (1.454, -0.820, 6.418)  -0.92
C (0.364, 0.026, 6.559)  -0.79
C (-0.651, 0.013, 5.616)  -0.50
C (-0.592, -0.832, 4.508)  -0.10
P (-1.889, -0.810, 3.201)  2.13
C (-3.122, 0.345, 3.909)  -1.63
C (-2.737, -2.410, 3.612)  -1.29
H (3.017, -3.188, 3.321)  0.46
H (2.807, -1.696, 2.383)  0.12
H (2.632, -3.265, 1.592)  0.31
H (1.264, -4.495, 4.455)  0.43
H (0.602, -5.170, 2.946)  0.47
H (-0.486, -4.460, 4.147)  0.35
H (2.388, -2.301, 5.198)  0.25
H (2.258, -0.807, 7.144)  0.37
H (0.309, 0.713, 7.396)  0.37
H (-1.478, 0.701, 5.729)  0.25
H (-3.480, 0.052, 4.900)  0.44
H (-3.967, 0.367, 3.217)  0.37
H (-2.701, 1.354, 3.933)  0.24
H (-2.649, -2.659, 4.672)  0.41
H (-2.325, -3.225, 3.014)  0.07
H (-3.795, -2.303, 3.371)  0.50
F (6.950, -2.139, 0.161)  -0.26
C (5.945, -1.871, 1.014)  0.41
F (5.105, -2.917, 0.966)  -0.15
F (6.464, -1.827, 2.246)  -0.25
S (5.102, -0.286, 0.572)  1.29
O (6.257, 0.582, 0.386)  -0.90
O (4.259, -0.002, 1.703)  -0.62
O (4.394, -0.634, -0.647)  -0.08
C (1.282, 1.223, 2.440)  0.15
H (1.111, 0.488, 1.640)  -0.37
H (0.576, 1.013, 3.243)  -0.45
H (2.299, 1.103, 2.821)  0.41


(4)
Density functional theory data (the ωB97M-V functional and the def2-TZVPD basis) for a molecular structure, C42H62N5O2PbS2 at a distorted geometry.

Its net charge is -1. The HOMO-LUMO gap is 6.1 eV. The value obtained for the HOMO energy is -4.041 eV.

Each line ends with the Mulliken charge.
Element x y z (Å)
Pb (0.111, -0.343, -0.518)  1.48
C (1.222, 3.095, -1.240)  -0.95
N (1.705, 2.272, -0.150)  1.53
C (3.150, 2.161, -0.200)  -1.06
C (1.256, 2.802, 1.127)  -0.96
C (1.224, 1.742, 2.224)  -0.41
N (0.230, 0.697, 2.021)  1.19
C (0.562, -0.451, 2.884)  -1.10
C (1.882, -1.110, 2.595)  0.21
C (2.937, -0.960, 3.471)  -0.58
C (4.143, -1.622, 3.276)  -0.70
C (4.238, -2.427, 2.150)  -0.24
C (3.200, -2.635, 1.253)  0.22
C (1.959, -1.983, 1.475)  0.40
O (0.901, -2.184, 0.750)  -1.39
C (3.485, -3.573, 0.077)  2.61
C (3.898, -4.953, 0.620)  -1.87
C (4.617, -2.982, -0.779)  -1.64
C (2.302, -3.797, -0.866)  -2.07
C (5.246, -1.519, 4.322)  2.27
C (4.740, -2.182, 5.613)  -1.73
C (6.538, -2.228, 3.903)  -2.14
C (5.587, -0.050, 4.612)  -1.73
C (-1.131, 1.146, 2.366)  -1.29
C (-1.728, 2.245, 1.524)  -0.16
C (-1.930, 3.502, 2.055)  -0.82
C (-2.513, 4.525, 1.316)  -0.19
C (-2.900, 4.220, 0.019)  -0.48
C (-2.744, 2.971, -0.561)  0.54
C (-2.161, 1.922, 0.203)  0.42
O (-2.042, 0.712, -0.224)  -0.69
C (-3.271, 2.812, -1.989)  2.68
C (-4.793, 3.034, -1.968)  -1.88
C (-3.008, 1.442, -2.617)  -2.24
C (-2.628, 3.860, -2.915)  -1.77
C (-2.720, 5.901, 1.935)  2.24
C (-3.657, 5.771, 3.144)  -1.75
C (-3.355, 6.899, 0.960)  -2.13
C (-1.362, 6.460, 2.383)  -1.73
H (1.551, 4.145, -1.143)  0.31
H (0.135, 3.067, -1.261)  0.19
H (1.603, 2.703, -2.183)  0.07
H (3.641, 3.148, -0.138)  0.30
H (3.445, 1.689, -1.134)  0.20
H (3.510, 1.539, 0.616)  0.14
H (0.253, 3.202, 0.990)  -0.28
H (1.914, 3.627, 1.461)  0.48
H (1.051, 2.253, 3.190)  0.22
H (2.201, 1.254, 2.275)  0.00
H (-0.210, -1.210, 2.734)  0.41
H (0.539, -0.130, 3.943)  0.34
H (2.805, -0.321, 4.337)  0.32
H (5.169, -2.935, 1.954)  0.47
H (4.756, -4.891, 1.285)  0.26
H (4.148, -5.627, -0.200)  0.46
H (3.067, -5.385, 1.176)  0.41
H (5.542, -2.862, -0.220)  0.31
H (4.316, -2.007, -1.156)  0.15
H (4.814, -3.631, -1.633)  0.48
H (1.461, -4.247, -0.347)  0.37
H (2.612, -4.459, -1.680)  0.44
H (1.963, -2.860, -1.294)  0.24
H (4.470, -3.217, 5.416)  0.34
H (3.857, -1.670, 5.984)  0.33
H (5.504, -2.163, 6.391)  0.47
H (6.364, -3.292, 3.758)  0.37
H (7.292, -2.114, 4.684)  0.45
H (6.936, -1.803, 2.984)  0.40
H (4.720, 0.490, 4.980)  0.32
H (5.940, 0.445, 3.711)  0.37
H (6.370, 0.013, 5.368)  0.46
H (-1.148, 1.457, 3.428)  0.22
H (-1.777, 0.268, 2.257)  0.45
H (-1.614, 3.688, 3.076)  0.36
H (-3.357, 4.994, -0.574)  0.38
H (-5.265, 2.295, -1.323)  0.40
H (-5.205, 2.937, -2.972)  0.48
H (-5.042, 4.023, -1.590)  0.27
H (-3.446, 0.648, -2.021)  0.37
H (-1.943, 1.246, -2.695)  0.17
H (-3.441, 1.415, -3.620)  0.49
H (-2.865, 4.876, -2.608)  0.34
H (-2.990, 3.724, -3.933)  0.52
H (-1.546, 3.748, -2.920)  0.23
H (-4.612, 5.357, 2.825)  0.36
H (-3.835, 6.743, 3.604)  0.47
H (-3.237, 5.107, 3.894)  0.31
H (-4.340, 6.554, 0.648)  0.39
H (-2.732, 7.034, 0.078)  0.37
H (-3.476, 7.869, 1.443)  0.45
H (-0.898, 5.808, 3.118)  0.32
H (-1.474, 7.450, 2.825)  0.47
H (-0.692, 6.535, 1.529)  0.35
C (3.317, 1.264, -4.956)  -0.70
S (1.947, 0.164, -5.427)  -0.11
C (1.355, -0.391, -3.853)  0.35
S (2.268, -0.196, -2.446)  -0.49
N (0.222, -1.017, -3.986)  -1.81
N (-0.447, -1.353, -2.889)  1.31
C (-1.423, -2.187, -2.979)  -1.49
C (-2.227, -2.460, -1.820)  1.25
C (-3.441, -3.153, -1.933)  -1.04
C (-4.217, -3.332, -0.809)  -0.34
C (-3.761, -2.838, 0.406)  -1.14
C (-2.536, -2.191, 0.434)  -0.08
N (-1.794, -2.011, -0.637)  0.48
H (4.086, 1.198, -5.718)  0.37
H (3.688, 0.918, -3.991)  0.22
H (2.936, 2.277, -4.881)  0.21
H (-1.670, -2.678, -3.921)  0.29
H (-3.768, -3.514, -2.898)  0.46
H (-5.162, -3.851, -0.877)  0.41
H (-4.346, -2.954, 1.305)  0.47
H (-2.138, -1.800, 1.355)  0.31


DFT total energy for every record listed, in sequence, given in eV: -47132.2548, -106135.8636, -142135.9907, -83027.4637.